# 1
Computed, not measured: C6H15N in the gas phase, with the ωB97M-V functional and the def2-TZVPD basis.

Summary:
SMILES = CCN(C)C(C)C
molecular weight = 101.19 u
multiplicity = 1
HOMO level = -8.07 eV
gap between HOMO and LUMO = 9.14 eV
E_LUMO = 1.1 eV

```
22
Properties=species:S:1:pos:R:3:forces:R:3:lowdin_charge:R:1
C -0.569114 2.302679 1.751380 2.420 -1.509 1.422 -0.10
C -0.543215 0.841547 1.350728 3.891 -1.208 -1.600 -0.22
N -0.211211 0.483040 -0.125694 -0.770 -1.807 0.294 -0.19
C 0.935888 1.040964 -0.840338 0.168 2.308 0.378 -0.14
C -0.142483 -1.071288 -0.227752 -1.703 -0.876 0.157 -0.38
C 1.182725 -1.785859 -0.764059 0.600 2.593 0.931 -0.09
C -1.295505 -1.577565 -1.172416 2.810 -0.610 -1.470 -0.09
H -1.162975 2.331316 2.629563 -1.377 0.567 0.409 0.06
H -0.726710 3.020112 1.015548 -0.924 1.055 -1.280 0.05
H 0.380081 2.544792 2.219391 0.591 0.255 -0.365 0.07
H -1.532547 0.516595 1.545075 -0.667 -1.252 -0.030 0.08
H 0.319637 0.218589 1.943180 -2.371 1.505 -0.605 0.15
H 1.838538 0.647917 -0.372300 0.548 0.474 -0.267 0.05
H 0.969896 2.208214 -0.864095 -0.227 -1.944 0.660 0.11
H 0.983507 0.854207 -1.941077 -0.517 -0.559 0.901 0.09
H -0.468084 -1.577106 0.772956 1.103 1.325 -1.230 0.14
H 1.328240 -1.606908 -1.860154 -0.219 -0.315 0.950 0.08
H 1.172711 -2.825497 -0.510729 -0.335 -0.660 -0.147 0.05
H 2.105540 -1.378211 -0.232126 -1.096 -0.475 -0.690 0.08
H -2.234564 -1.139656 -1.004368 -1.135 0.806 0.331 0.04
H -1.393215 -2.681289 -1.065310 0.092 0.618 -0.143 0.08
H -0.937139 -1.366591 -2.247404 -0.883 -0.290 1.395 0.09
```
Positions in Å, forces in eV/Å.

***

# 2
Computed, not measured: a molecular structure, C32H21Cl5F5N4O3ReSiTe, with the ωB97M-V functional and the def2-TZVPD basis.

Summary:
charge = -1
molecular weight = 1123.69 u
multiplicity = 4
HOMO level (spin up / spin down) = -1.39 / -5.60 eV
gap between HOMO and LUMO (spin up / spin down) = 2.50 / 6.38 eV
E_LUMO (spin up / spin down) = 1.1 / 0.8 eV

```
73
Properties=species:S:1:pos:R:3:forces:R:3:lowdin_charge:R:1
Re -0.113701 -1.583139 -0.521446 0.018 -0.899 -5.426 1.65
Cl -4.266461 -3.570926 4.518894 -0.528 -0.071 0.678 0.66
C -3.507914 -2.573282 3.345484 -1.003 0.635 -0.455 -0.69
C -2.314684 -3.085297 2.833582 1.640 0.237 -0.055 -0.06
C -1.607717 -2.328878 1.906088 0.073 0.929 -1.818 -0.17
N -0.389501 -2.661726 1.165597 -0.736 -1.039 1.578 -0.08
C 0.374025 -3.748135 1.640952 -0.094 1.626 -0.867 -0.43
O 0.277053 -4.236521 2.741454 -0.065 -0.129 0.283 0.08
C 1.371765 -4.326956 0.670556 0.155 -0.737 -0.309 -0.20
C 2.403259 -5.123487 1.212787 -0.561 -0.640 -1.949 0.01
C 3.107405 -5.949631 0.304963 -1.276 2.702 -0.342 -0.04
C 2.747177 -5.896501 -1.059647 -0.260 0.205 1.481 -0.06
C 1.683998 -5.094076 -1.490553 -0.056 0.074 0.328 -0.10
N 1.050593 -4.247870 -0.640446 0.504 -0.885 0.378 0.08
C -2.218407 -1.162707 1.343346 -0.073 -0.504 0.061 -0.24
C -3.452439 -0.718528 1.784847 0.181 -1.789 1.657 -0.05
C -4.138814 -1.389096 2.860886 3.034 0.364 -1.507 -0.65
Cl -5.347281 -0.395626 3.579108 -0.517 -0.767 0.407 0.67
N -1.574696 -0.514029 0.260077 -1.302 -0.863 0.407 -0.11
C -2.464387 0.341333 -0.544881 0.751 -1.157 -2.339 -0.37
O -3.155106 -0.055832 -1.489715 1.492 0.640 2.999 0.10
C -2.253918 1.795844 -0.293217 -1.818 0.036 -2.289 -0.26
C -2.484090 2.608329 -1.391384 0.876 -0.438 -2.864 0.01
C -2.551134 3.985457 -1.278523 0.295 -0.765 -0.731 -0.07
C -2.503263 4.489162 0.000459 0.515 1.158 1.799 -0.09
C -2.392947 3.607194 1.092043 0.232 -1.295 -0.709 -0.09
N -2.220423 2.274283 0.895964 -0.376 1.390 3.048 0.10
H -1.759244 -3.984093 3.205234 -1.315 0.880 -0.114 0.12
H 2.541348 -5.172155 2.275879 0.105 0.135 0.217 0.11
H 4.001296 -6.392856 0.644988 0.691 -1.043 0.159 0.09
H 3.316577 -6.496817 -1.725435 0.099 -0.410 -0.737 0.09
H 1.296488 -5.219535 -2.528349 0.397 0.713 0.900 0.13
H -3.812505 0.164390 1.328590 -0.766 0.745 0.028 0.09
H -2.414563 2.112377 -2.409869 -0.544 0.689 1.264 0.13
H -2.593350 4.569337 -2.211680 -0.060 -0.053 0.809 0.11
H -2.398796 5.571963 0.211141 -0.569 -0.682 -0.245 0.10
H -2.482127 3.843502 2.162200 0.288 0.531 -0.704 0.11
F -1.936178 -1.901730 -5.315138 0.500 -0.227 0.088 -0.65
Te -3.460923 -0.669593 -5.146190 -3.479 -4.452 1.349 1.57
F -2.746686 0.045654 -6.658100 1.368 1.807 -2.178 -0.54
F -4.848001 0.717505 -5.309333 -0.092 0.827 0.019 -0.67
F 1.755531 4.446791 -1.957377 -0.390 3.746 1.980 -0.30
F -2.304933 0.445042 -4.219435 1.895 2.220 0.721 -0.56
O -0.403937 -1.976058 -2.260366 0.839 1.086 5.056 -0.46
C 0.811477 1.094303 4.654218 -0.425 0.011 -0.902 -0.07
C 0.020218 1.468344 3.528409 0.182 -0.462 1.722 -0.07
C 0.383760 1.065981 2.260746 -0.518 1.197 -1.716 -0.05
C 1.548911 0.343773 2.080408 2.108 -2.217 1.002 -0.23
C 2.399393 -0.004390 3.184513 -2.936 2.220 0.754 -0.04
C 2.028865 0.404019 4.442208 -1.084 -0.113 0.491 -0.09
C 2.115989 -0.219394 0.896579 -0.174 0.727 -1.225 -0.10
C 1.508479 -0.388124 -0.384942 -1.367 -0.617 1.487 -0.26
C 2.033598 0.414331 -1.443342 1.964 0.556 -1.957 -0.26
C 1.489926 0.529276 -2.736880 -1.476 -0.678 -0.300 -0.03
C 1.961835 1.473960 -3.633058 -0.833 -0.357 -1.153 -0.08
C 3.108798 2.218226 -3.421468 0.040 -0.998 0.347 -0.12
C 3.805199 1.968066 -2.264810 0.138 -0.711 2.020 -0.09
C 3.226212 1.143575 -1.250615 0.311 1.140 -1.235 -0.03
H 0.419463 1.269740 5.668831 0.433 0.086 -0.586 0.10
H -0.930021 1.984700 3.706364 0.427 -0.100 -0.237 0.10
H -0.159115 1.451575 1.344427 0.554 -0.854 1.467 0.11
H 3.250522 -0.582984 3.099933 1.604 -1.056 -0.613 0.08
H 2.592516 0.033329 5.283351 0.155 0.219 0.280 0.09
H 3.215587 -0.201597 0.945212 -0.525 -0.255 -0.312 0.11
H 0.624985 -0.129375 -3.053308 1.015 1.000 0.477 0.10
H 1.437524 1.574129 -4.602508 0.273 -0.092 0.707 0.12
H 3.473060 2.847146 -4.193171 0.310 0.631 -0.454 0.09
H 4.804481 2.374486 -2.024956 -0.753 0.091 -0.348 0.10
H 3.715936 1.172037 -0.295508 0.166 -0.187 0.158 0.09
Cl 3.204958 7.077399 -1.785728 -0.596 -0.193 0.089 0.33
Si 1.439525 6.118232 -1.418377 2.458 -4.208 -1.251 -0.81
Cl 0.764146 6.527429 0.396898 0.293 -0.231 1.140 0.38
Cl -0.104628 6.428717 -2.517465 -1.816 0.921 -1.914 0.46
```
Positions in Å, forces in eV/Å.